{"formula": "C26H58ClN5O8P", "method": "ωB97M-V/def2-TZVPD", "species": ["Cl", "P", "O", "O", "O", "O", "O", "O", "O", "O", "N", "N", "N", "N", "N", "C", "C", "C", "C", "C", "C", "C", "C", "C", "C", "C", "C", "C", "C", "C", "C", "C", "C", "C", "C", "C", "C", "C", "C", "C", "C", "H", "H", "H", "H", "H", "H", "H", "H", "H", "H", "H", "H", "H", "H", "H", "H", "H", "H", "H", "H", "H", "H", "H", "H", "H", "H", "H", "H", "H", "H", "H", "H", "H", "H", "H", "H", "H", "H", "H", "H", "H", "H", "H", "H", "H", "H", "H", "H", "H", "H", "H", "H", "H", "H", "H", "H", "H", "H"], "positions_angstrom": [[-0.319102, -1.790719, -3.025753], [1.358965, -2.363860, -1.895616], [3.922785, 3.350715, 3.252905], [-0.353793, 4.717786, 2.220707], [2.398184, 0.115834, 0.099029], [-0.860270, 0.108552, -0.548500], [2.302643, -0.942795, -1.876157], [0.802893, -2.369523, -0.411582], [-3.367816, -5.696480, 1.185131], [-0.330874, -4.982030, -6.628775], [-0.512358, 3.170019, -2.428091], [-1.490639, -4.039743, -0.229338], [1.532729, 5.167593, 0.076078], [5.344840, 4.289692, 5.600645], [-1.906537, -4.393157, -4.286454], [-1.684057, -4.595539, -6.753677], [-4.401946, -4.994641, 1.850749], [-1.680928, 0.467031, 0.593614], [-0.069117, -6.359051, -6.838271], [1.128073, 7.334663, 1.102596], [0.386188, 1.404888, 2.520893], [-0.322961, 1.110521, -1.248044], [-0.049563, 5.406327, 3.425322], [-3.396003, -5.625400, -0.227532], [-1.333303, -0.396132, 1.770479], [-0.006450, -0.068820, 2.480014], [-3.697827, -3.117270, -0.694363], [3.424575, 3.096835, 4.553678], [-1.082454, 2.156656, -1.751311], [-2.935401, -6.335623, -5.338706], [-2.549968, -4.869893, -5.516812], [4.522624, 2.240446, 2.607854], [1.966069, 0.026429, -0.989547], [0.807888, 3.194147, -2.634633], [0.488555, 6.155463, 0.378097], [1.617667, 2.167312, -2.190403], [-2.802379, -4.345236, -0.821394], [-0.699191, 5.532156, 1.124171], [5.353835, 1.858897, 5.705732], [1.056608, 1.109319, -1.490661], [4.479954, 3.109104, 5.668745], [0.371685, 8.007632, 1.509069], [2.849398, 2.160160, 4.564530], [-2.147536, 2.148809, -1.594202], [-2.721201, 0.277883, 0.325983], [6.126899, 1.876771, 4.938339], [-0.174226, -2.499534, -0.385624], [-2.127757, -5.039000, -7.654380], [1.226992, 4.039247, -3.154273], [-0.721860, -6.780029, -7.607655], [-1.283880, -1.435679, 1.451704], [-2.115902, -6.928172, -4.932812], [1.438118, 1.465852, 2.790545], [1.007163, 5.675289, 3.470936], [-1.659103, -3.513825, -6.912502], [-4.731626, -3.353321, -0.948546], [-3.680816, -2.694597, 0.311861], [-0.966619, -4.783240, -4.267053], [-0.173028, -6.929937, -5.912791], [2.674878, 2.214284, -2.383790], [-1.601045, -4.056656, 0.783594], [4.779901, 5.128504, 5.698770], [-3.477578, -4.305331, -5.650032], [-5.339497, -5.031104, 1.289182], [0.096726, 6.533078, -0.573484], [-3.767367, -6.421641, -4.639189], [-4.123001, -3.954023, 2.036614], [3.933124, 3.151266, 6.615316], [0.303999, 1.911746, 1.561700], [-2.655448, -4.525255, -1.889048], [1.137011, 4.431776, -0.500761], [-1.751789, -3.392704, -4.356706], [-1.221061, 4.862800, 0.427221], [0.964155, -6.448930, -7.170825], [1.747966, 7.905475, 0.412674], [-1.422874, 6.300055, 1.426415], [-3.246544, -6.782432, -6.284052], [-4.413336, -5.797173, -0.600254], [-3.355461, -2.336460, -1.377082], [5.862408, 1.788604, 6.666226], [-0.850299, -4.807916, -0.415868], [1.774863, 7.011093, 1.916694], [4.014263, 1.304987, 2.859600], [-2.153404, -0.329536, 2.482115], [1.769702, 4.693952, 0.946169], [4.758448, 0.952949, 5.574173], [0.824604, -0.647108, 2.088498], [-0.126842, -0.387648, 3.513166], [2.716626, 3.906903, 4.752407], [5.583916, 2.164078, 2.851469], [-1.105823, 3.917592, -2.759296], [-0.257122, 4.726917, 4.251242], [-0.667010, 6.300173, 3.543751], [-2.787673, -6.467120, -0.568502], [-0.155060, 1.980670, 3.265670], [5.717395, 4.349390, 4.656733], [-1.624989, 1.529034, 0.816855], [-4.555599, -5.475065, 2.816017], [4.439996, 2.401994, 1.532670]], "forces_ev_per_angstrom": [[0.1, 0.4, 0.2], [1.0, -0.7, -0.7], [-0.1, -0.1, -0.1], [0.0, 0.0, 0.0], [0.6, 0.0, 1.3], [0.3, 0.4, 0.1], [-0.9, 0.0, 0.3], [-0.2, 0.5, -0.2], [0.0, 0.1, 0.0], [0.0, -0.1, 0.0], [0.2, -0.7, 0.4], [0.2, 0.2, 0.1], [-0.2, -0.1, 0.0], [-0.2, 0.1, -0.1], [0.0, 0.1, -0.1], [-0.1, 0.2, -0.1], [0.1, -0.1, 0.1], [-1.1, -0.4, 0.0], [0.2, 0.1, 0.1], [0.0, 0.1, 0.0], [0.4, -0.2, 0.0], [0.1, 0.1, 0.1], [0.1, -0.2, 0.0], [0.1, -0.2, -0.1], [0.7, 0.0, 0.3], [-0.2, 0.3, 0.3], [0.0, 0.1, -0.1], [-0.2, 0.1, 0.2], [-0.1, -0.4, 0.3], [-0.1, 0.0, 0.0], [0.1, -0.3, 0.1], [0.0, 0.2, -0.1], [-0.2, 0.0, -0.6], [0.6, 0.2, -0.3], [0.2, 0.0, 0.2], [-0.6, 0.1, 0.0], [-0.2, 0.2, 0.0], [-0.1, 0.0, -0.1], [0.0, -0.1, 0.1], [0.0, 0.1, -0.8], [0.2, -0.1, -0.2], [0.0, 0.0, 0.0], [0.1, -0.1, 0.0], [-0.2, 0.3, -0.1], [0.0, -0.1, -0.2], [0.0, 0.0, 0.0], [-0.3, -0.6, 0.2], [0.0, -0.1, 0.1], [-0.1, 0.2, -0.1], [0.0, 0.0, 0.0], [-0.2, -0.1, -0.1], [0.1, 0.0, 0.0], [0.1, 0.1, 0.1], [0.0, 0.1, 0.0], [0.1, 0.0, 0.0], [0.0, 0.0, 0.0], [0.0, -0.1, 0.0], [0.0, 0.0, 0.0], [-0.1, -0.1, -0.1], [0.2, 0.0, 0.0], [0.0, -0.1, 0.0], [0.0, 0.0, 0.1], [0.0, 0.1, 0.0], [0.0, 0.0, 0.0], [-0.1, 0.0, 0.0], [0.0, 0.0, 0.0], [-0.1, 0.0, -0.1], [-0.1, 0.0, 0.0], [0.0, 0.1, -0.1], [0.1, -0.1, 0.0], [0.0, 0.0, 0.0], [-0.1, -0.1, 0.0], [0.0, 0.0, 0.0], [0.0, 0.0, 0.0], [0.0, 0.0, 0.0], [0.1, 0.1, 0.0], [0.0, 0.0, 0.0], [0.0, 0.1, 0.0], [0.0, 0.0, 0.0], [0.0, 0.0, 0.0], [0.0, 0.0, -0.1], [0.0, -0.1, 0.0], [0.0, 0.0, 0.0], [-0.2, 0.1, 0.0], [0.2, 0.1, 0.0], [0.0, 0.0, 0.0], [0.0, -0.1, -0.3], [0.1, -0.2, 0.1], [0.0, 0.0, 0.0], [0.0, -0.1, 0.0], [0.1, 0.1, -0.1], [0.0, 0.0, 0.0], [0.0, 0.0, 0.0], [0.0, 0.0, 0.0], [-0.3, 0.1, 0.0], [0.1, 0.0, 0.0], [0.4, 0.2, 0.0], [0.0, 0.0, 0.0], [0.0, 0.0, 0.0]], "orbital_gap_ev": 6.5, "homo_energy_ev": -10.77, "energy_ha": -2702.46744, "spin_multiplicity": 1, "total_charge": 1, "largest_force_ev_per_a": 1.44}

***

{"formula": "C14H25N3O3S", "method": "ωB97M-V/def2-TZVPD", "species": ["S", "O", "O", "O", "N", "N", "N", "C", "C", "C", "C", "C", "C", "C", "C", "C", "C", "C", "C", "C", "C", "H", "H", "H", "H", "H", "H", "H", "H", "H", "H", "H", "H", "H", "H", "H", "H", "H", "H", "H", "H", "H", "H", "H", "H", "H"], "positions_angstrom": [[-0.530093, 4.053917, 2.007473], [-0.789090, -1.481360, -0.940405], [2.284473, -3.334028, -0.447632], [4.387599, -2.668637, -0.082808], [1.760837, 0.949004, 1.896156], [-0.238383, 1.934187, 0.462597], [1.189158, 2.112210, 2.260437], [0.969094, -2.881651, -0.137434], [-2.638398, -0.050372, -1.374254], [3.283947, -0.862473, 2.016784], [0.155670, 2.629064, 1.541965], [-3.636340, 0.748132, -3.553202], [2.735915, 0.436997, 2.532139], [1.141837, -1.945657, 1.061651], [-4.234800, 1.877712, -1.399629], [3.212589, -2.503348, 0.058453], [3.386797, 1.026507, 3.751302], [-3.129776, 1.160724, -2.173135], [-1.385100, -0.698465, -1.957080], [0.378269, -2.145082, -1.350715], [2.523269, -1.358903, 0.795932], [-4.010443, 1.615294, -4.092241], [-3.880849, 2.207626, -0.425476], [1.148221, -2.518829, 1.989738], [2.662272, 1.125936, 4.560835], [1.116825, -1.423245, -1.735665], [3.250106, -1.607959, 2.816359], [0.163306, -2.863392, -2.154958], [-1.627319, -1.331393, -2.821630], [3.782747, 2.018527, 3.530072], [2.454647, -0.525194, 0.088810], [-5.081764, 1.212622, -1.247742], [-0.673205, 0.074178, -2.291980], [-2.401711, 0.254615, -0.353038], [0.346390, -1.209150, 1.106689], [-1.040905, 2.252079, -0.049931], [0.359755, -3.759439, 0.089452], [4.202601, 0.396080, 4.090363], [-4.578930, 2.750068, -1.949631], [1.501850, 2.652742, 3.062393], [-3.431231, -0.796771, -1.312990], [-4.446793, 0.029007, -3.458525], [0.154285, 1.021952, 0.294334], [4.336169, -0.728217, 1.747034], [-2.841718, 0.298825, -4.143056], [-2.291778, 1.855562, -2.307811]], "forces_ev_per_angstrom": [[-0.2, 0.5, 0.2], [0.0, -0.1, 0.1], [0.1, -0.5, -0.4], [0.0, -0.1, -0.1], [0.0, -0.5, -0.5], [0.3, -0.3, 0.1], [0.4, 0.2, 0.5], [-0.7, 0.4, 0.1], [0.4, 0.1, -0.3], [-0.1, 0.0, -0.5], [-0.1, 0.1, -0.2], [0.2, 0.2, 0.2], [0.0, 0.1, 0.2], [0.0, 0.0, -0.2], [0.3, 0.0, -0.1], [0.3, 0.6, 0.4], [-0.2, 0.1, -0.2], [-0.2, -0.2, 0.1], [-0.2, 0.1, 0.0], [0.3, -0.2, 0.0], [0.0, -0.2, 0.2], [0.0, 0.1, -0.1], [0.0, 0.1, 0.1], [0.0, 0.0, 0.0], [0.0, 0.0, 0.1], [0.0, -0.1, 0.0], [0.1, 0.0, 0.0], [0.0, 0.1, 0.0], [0.1, 0.1, 0.0], [0.1, 0.1, 0.0], [0.0, -0.1, 0.0], [-0.1, -0.1, 0.0], [0.0, -0.1, 0.0], [0.0, 0.0, 0.1], [0.0, 0.0, 0.1], [0.0, 0.1, 0.1], [0.1, 0.1, 0.0], [0.0, 0.0, 0.0], [-0.1, 0.1, 0.0], [-0.1, -0.1, -0.2], [-0.1, 0.0, 0.1], [-0.1, -0.1, 0.0], [0.0, 0.0, -0.1], [0.0, 0.0, 0.1], [0.0, -0.1, -0.2], [0.0, 0.0, 0.0]], "orbital_gap_ev": 8.9, "de_lowest_kj_mol": 0.00, "smiles": "C/C(C[C@@H]1C[C@@H](COCCC(C)C)OC1=O)=N\\NC(N)=S", "homo_energy_ev": -8.32, "energy_ha": -1336.64853, "spin_multiplicity": 1, "largest_force_ev_per_a": 0.82}